No. 1
DFT (wB97M-V/def2-TZVPD) results for a molecular structure, C24H20IN8OPd.

Geometry as XYZ:
```
55
Properties=species:S:1:pos:R:3:lowdin_spin:R:1
Pd 1.36314 1.27634 -0.06777 1.472
C -3.98276 -0.96425 -3.98990 0.019
C -2.88284 -0.89349 -2.97614 0.105
C -3.08066 -1.30663 -1.65912 -0.013
C -2.07614 -1.18997 -0.72758 0.098
C -0.81501 -0.64848 -1.05829 0.044
N 0.13481 -0.49016 -0.08794 0.516
C 0.22142 -1.45007 0.91001 0.036
C 0.14912 -2.80764 0.56283 0.072
C 0.30502 -3.80495 1.50228 -0.010
C 0.54388 -3.49161 2.83770 0.069
C 0.75978 -4.56170 3.86614 0.012
C 0.62072 -2.14628 3.19133 -0.004
C 0.46242 -1.13353 2.26211 0.058
N 0.46447 0.20064 2.74705 0.012
C -0.04701 0.63076 3.92443 0.007
C 0.32440 1.94000 4.08781 0.005
C 1.07696 2.23919 2.94496 0.012
N 1.16390 1.18715 2.14509 0.081
C -0.62150 -0.22913 -2.39935 0.080
C -1.63938 -0.35854 -3.31966 -0.004
N 0.63386 0.24131 -2.87519 0.013
C 1.19000 -0.02515 -4.07996 0.011
C 2.25075 0.82785 -4.24885 0.006
C 2.26705 1.60384 -3.08275 0.017
N 1.28584 1.25388 -2.26438 0.074
H -4.72423 -1.71249 -3.71677 0.001
H -3.59540 -1.20059 -4.98010 0.003
H -4.49212 -0.00033 -4.05700 0.008
H -4.04296 -1.69990 -1.35883 -0.002
H -2.25674 -1.46494 0.30251 0.002
H 0.00064 -3.06107 -0.47866 0.001
H 0.25538 -4.84092 1.19309 -0.001
H 0.31627 -5.50467 3.55229 0.001
H 0.33054 -4.27916 4.82650 0.002
H 1.82718 -4.73180 4.02082 0.005
H 0.82137 -1.87850 4.22092 -0.001
H -0.64520 -0.02092 4.53754 0.001
H 0.07730 2.59304 4.90503 0.000
H 1.53907 3.17006 2.65803 0.001
H -1.47223 -0.01531 -4.33265 -0.002
H 0.79303 -0.80164 -4.71098 0.001
H 2.91749 0.88323 -5.09016 0.000
H 2.93586 2.40200 -2.80330 0.001
I 3.73565 -0.67344 -0.05944 0.287
C 3.64168 1.36260 0.17552 0.510
H 4.12024 1.89125 -0.63887 0.027
H 3.89144 1.67586 1.18055 0.024
O -0.38424 2.44389 -0.07295 0.277
N 0.13697 3.59025 0.24612 0.080
C -0.68387 4.58293 0.36931 -0.001
C -2.09518 4.42089 0.16204 0.002
N -3.22175 4.26348 0.00815 -0.005
C -0.12938 5.85016 0.74597 -0.001
N 0.33097 6.85667 1.05046 -0.007
```

Computed properties:
Lowest unoccupied orbital energy (alpha / beta): -2.489 / -5.470 eV
Orbital gap (alpha / beta): 8.6 / 6.3 eV
Multiplicity: 5
Relative energy (zero: lowest compared OMol25 entry of this formula, charge and spin): 0.0 kJ/mol
Total charge: +1
E_HOMO (alpha / beta): -11.1 / -11.7 eV
Expectation value of S²: 6.0558
Strongest force on any atom: 0.011 Eh/bohr
Total energy: -1864.9945 hartree

***

No. 2
DFT (wB97M-V/def2-TZVPD) results for a single C24H20N2O3S molecule in a non-equilibrium geometry.

Geometry as XYZ:
```
50
Properties=species:S:1:pos:R:3:nbo_charge:R:1
C -2.07154 -2.71539 -1.73886 -0.398
N -2.63226 -1.49027 -1.20871 -0.347
C -2.56035 -1.08160 0.09914 0.041
C -3.09626 0.19983 0.20957 -0.149
C -2.98825 1.09658 1.36872 -0.093
C -2.08980 0.65613 2.52472 -0.179
C -1.01775 1.60598 2.17494 -0.033
C -0.53682 2.43431 3.25939 -0.309
C -0.65084 1.98069 4.55765 0.025
C 0.09580 2.71384 5.64257 -0.628
C -1.47556 0.87982 4.83835 -0.372
C -2.26515 0.29125 3.83379 -0.166
C -3.67363 0.53146 -1.08790 -0.012
C -4.23030 1.68547 -1.63388 -0.240
C -4.25351 1.81853 -3.03094 -0.235
C -3.81802 0.78932 -3.88135 -0.223
C -3.37680 -0.43059 -3.34779 -0.226
C -3.31704 -0.53440 -1.96225 0.122
H -1.74650 -2.53633 -2.77030 0.211
H -1.21891 -3.00705 -1.11626 0.216
H -2.80304 -3.53826 -1.73621 0.201
H -2.07289 -1.67340 0.86887 0.233
H -3.99929 1.39079 1.66301 0.247
H -0.24939 1.26160 1.47033 0.198
H 0.06617 3.30538 3.00691 0.193
H -0.19190 2.33621 6.62601 0.211
H 1.18338 2.60069 5.54326 0.215
H -0.12503 3.78781 5.60774 0.217
H -1.56539 0.54749 5.87638 0.201
H -2.99028 -0.47935 4.08559 0.207
H -4.64667 2.44610 -0.97240 0.216
H -4.60542 2.75294 -3.46884 0.213
H -3.82374 0.94397 -4.96320 0.216
H -3.05626 -1.26133 -3.97197 0.214
C -1.94004 5.83701 -1.97941 -0.186
C -1.66896 4.48191 -1.79570 -0.168
C -1.99155 3.88704 -0.57114 -0.062
C -2.67685 4.62834 0.39207 -0.333
C -2.98245 5.97163 0.20912 -0.178
C -2.58199 6.58978 -0.98141 -0.184
S -2.99030 3.78104 1.90079 2.270
O -2.19374 4.33448 2.96056 -0.836
O -4.40053 3.51100 2.06820 -0.866
N -2.16492 2.26053 1.16504 -0.530
C -1.61397 2.54083 -0.13920 0.652
O -0.88326 1.75212 -0.72456 -0.514
H -1.66387 6.31878 -2.91619 0.229
H -1.24119 3.85315 -2.57527 0.247
H -3.50494 6.50149 1.00222 0.240
H -2.78051 7.65208 -1.12940 0.231
```

Computed properties:
Lowest unoccupied orbital energy: -0.914 eV
Orbital gap: 4.8 eV
Relative energy (zero: lowest compared OMol25 entry of this formula, charge and spin): 670.0 kJ/mol
E_HOMO: -5.7 eV
Strongest force on any atom: 0.071 Eh/bohr
Total energy: -1659.7949 hartree

***

No. 3
DFT (wB97M-V/def2-TZVPD) results for a molecular structure, C24H20N3O3Re in a non-equilibrium geometry.

Geometry as XYZ:
```
51
Properties=species:S:1:pos:R:3:lowdin_spin:R:1
Re 0.27789 -1.05769 0.11034 2.350
C 1.60506 -3.49264 -1.36187 0.031
C 2.11141 -2.15743 -1.87755 0.020
C 2.94373 -1.99800 -2.98672 0.007
C 3.64177 -0.75113 -3.20509 0.011
C 3.46763 0.30922 -2.29129 0.006
C 2.62505 0.03167 -1.18865 0.019
N 1.86326 -1.10702 -1.02950 0.042
C 2.24447 0.97811 -0.22780 0.037
C 2.71372 2.26003 -0.02320 -0.010
C 2.54456 2.92088 1.21629 0.047
C 1.76768 2.29688 2.17572 -0.013
C 1.27342 0.96241 1.97123 0.046
N 1.40337 0.33972 0.73056 0.007
C 0.33859 0.31220 2.79309 -0.001
C 0.10569 0.52370 4.15063 0.028
C -0.70019 -0.36236 4.87275 0.024
C -1.44946 -1.26483 4.13523 0.007
C -1.22975 -1.49792 2.76072 0.052
C -1.85024 -2.69880 2.13103 0.017
N -0.29923 -0.74791 2.08680 0.021
H 2.04259 -3.84040 -0.38232 0.003
H 0.52415 -3.50611 -1.11924 0.013
H 1.85404 -4.31077 -2.09614 0.003
H 3.10911 -2.88432 -3.56573 0.001
H 4.34624 -0.63829 -4.05870 0.000
H 4.07970 1.21712 -2.31405 0.000
H 3.18526 2.83954 -0.79574 -0.001
H 3.10688 3.81596 1.41250 0.002
H 1.51657 2.72945 3.11072 -0.001
H 0.65267 1.33951 4.63478 0.001
H -0.78949 -0.23173 5.93511 0.001
H -2.22293 -1.91108 4.58805 0.000
H -2.45862 -3.18521 2.90230 0.001
H -2.47718 -2.43538 1.24558 0.003
H -1.09451 -3.46329 1.74337 0.007
O -0.45670 1.35556 -0.96811 0.051
C -1.73007 1.52135 -1.54060 0.001
C -1.93745 2.59531 -2.39114 0.003
C -3.21338 2.91864 -2.85975 0.000
C -4.29857 2.06488 -2.52682 0.001
C -4.04829 1.02550 -1.66098 0.001
C -2.78087 0.65445 -1.21519 0.002
C -2.64892 -0.65988 -0.54641 0.013
O -3.64615 -1.25644 -0.14310 0.006
O -1.45472 -1.28365 -0.57093 0.138
H 0.10218 2.02303 -1.45205 0.001
H -0.99758 3.07103 -2.80397 0.000
H -3.43187 3.73308 -3.52427 0.000
H -5.28617 2.32356 -2.81582 0.000
H -4.94436 0.57945 -1.16411 0.000
```

Computed properties:
Lowest unoccupied orbital energy (alpha / beta): -12.335 / -12.391 eV
Orbital gap (alpha / beta): 4.7 / 4.6 eV
Multiplicity: 4
Total charge: +3
E_HOMO (alpha / beta): -17.0 / -17.0 eV
Expectation value of S²: 3.7819
Strongest force on any atom: 0.116 Eh/bohr
Total energy: -1393.7404 hartree

***

No. 4
DFT (wB97M-V/def2-TZVPD) results for a molecular structure, C24H20N3OPPdS3.

Geometry as XYZ:
```
53
Properties=species:S:1:pos:R:3:nbo_charge:R:1
Pd 0.00589 0.05770 0.40901 -0.022
O 3.40295 1.65716 0.07073 -0.640
N 3.74143 0.48884 0.54001 0.030
C 4.84824 -0.08886 0.01884 0.003
C 5.35244 -1.27783 0.47516 -0.308
C 4.68315 -1.91604 1.52381 -0.228
C 3.54342 -1.34348 2.02704 -0.242
C 3.00759 -0.13175 1.53304 0.018
S 1.56471 0.52236 2.16350 -0.357
H 5.27975 0.49789 -0.77786 0.212
H 6.24042 -1.68806 0.01474 0.202
H 5.04223 -2.85554 1.92770 0.197
H 2.97594 -1.81116 2.81816 0.231
S -2.72073 -3.42207 -1.69640 -0.764
P -1.68978 -1.96557 -0.78645 1.158
S -0.37190 -0.89271 -1.84533 -0.637
C -0.84222 -2.73231 0.63054 -0.382
C 0.51935 -3.02991 0.54729 -0.181
C 1.14311 -3.72574 1.56910 -0.220
C 0.42870 -4.11352 2.69745 -0.239
C -0.92517 -3.83297 2.78004 -0.248
C -1.56238 -3.16973 1.73988 -0.152
C -2.91300 -0.79567 -0.09914 -0.390
C -3.93172 -0.37923 -0.95496 -0.131
C -4.85244 0.57153 -0.54377 -0.232
C -4.78092 1.10937 0.73502 -0.228
C -3.77354 0.69620 1.59317 -0.222
C -2.84095 -0.24513 1.17754 -0.204
H 1.07042 -2.69892 -0.32330 0.249
H 2.20213 -3.94172 1.48911 0.199
H 0.92637 -4.63545 3.50825 0.188
H -1.49363 -4.14238 3.65039 0.190
H -2.63000 -2.99359 1.78926 0.209
H -3.98934 -0.81159 -1.94568 0.225
H -5.62628 0.89868 -1.22957 0.189
H -5.49635 1.86011 1.05134 0.189
H -3.68750 1.12591 2.58475 0.197
H -2.03155 -0.51787 1.84687 0.236
N 0.95058 2.82480 -0.48177 -0.562
C -0.20913 2.73066 0.22913 0.231
N -1.28371 3.07532 -0.44281 -0.524
C -0.81753 3.33572 -1.71649 0.156
C -1.50257 3.70965 -2.87094 -0.238
C -0.77509 3.89572 -4.03422 -0.260
C 0.61360 3.70757 -4.06160 -0.248
C 1.31370 3.33672 -2.92715 -0.240
C 0.58399 3.16310 -1.75573 0.102
H 1.82505 2.35376 -0.20062 0.478
H -0.18150 2.53392 1.28649 0.218
H -2.57932 3.82565 -2.84376 0.204
H -1.28694 4.17229 -4.94938 0.187
H 1.14641 3.83994 -4.99694 0.188
H 2.38360 3.16828 -2.94348 0.211
```

Computed properties:
Lowest unoccupied orbital energy: 4.787 eV
Orbital gap: 5.3 eV
Relative energy (zero: lowest compared OMol25 entry of this formula, charge and spin): 34.3 kJ/mol
Total charge: -2
E_HOMO: -0.5 eV
Strongest force on any atom: 0.011 Eh/bohr
Total energy: -2829.9664 hartree